No. 1
Computed, not measured: 10 unconnected molecules or ions with the total composition C46H96BF16N5O13 at a distorted geometry, with ωB97M-V/def2-TZVPD.

The value obtained for the total energy is -127478.7753 eV. As for the HOMO energy: -0.2981 Eh. The LUMO energy is 0.011 Eh. As for the gap between HOMO and LUMO: 8.40 eV.

Last column: Mulliken charge in e.
Geometry (Å):
C (-2.10, -4.76, 1.91)  -2.1863
C (-3.09, -4.40, 0.86)  1.5264
C (-4.33, -5.34, 0.96)  -0.4104
C (-5.00, -5.22, 2.32)  -0.9328
C (-5.38, -3.76, 2.67)  -0.9575
C (-4.74, -2.67, 1.87)  1.5045
N (-3.50, -2.97, 1.02)  1.4561
O (-2.48, -2.09, 1.02)  -0.6660
C (-4.60, -1.38, 2.68)  -1.8726
C (-4.65, -2.52, 0.41)  -1.2052
C (-2.37, -4.51, -0.53)  -1.8787
H (-1.94, -5.80, 1.74)  0.4562
H (-2.26, -4.37, 2.90)  0.4557
H (-1.12, -4.36, 1.62)  0.4222
H (-3.90, -6.30, 0.70)  0.7648
H (-5.21, -5.06, 0.23)  -0.6565
H (-4.43, -5.70, 3.08)  0.4426
H (-5.93, -5.89, 2.39)  0.3940
H (-5.10, -3.64, 3.73)  0.2584
H (-6.48, -3.68, 2.56)  0.4433
H (-5.62, -1.10, 3.03)  0.3905
H (-4.16, -0.64, 2.03)  0.3027
H (-4.01, -1.61, 3.49)  0.5445
H (-8.65, -6.04, -0.89)  0.3972
H (-5.14, -3.23, -0.27)  -0.2764
H (-4.89, -1.54, 0.22)  0.5319
H (-1.83, -3.59, -0.61)  0.4776
H (-3.23, -4.51, -1.24)  0.2775
H (-1.74, -5.34, -0.83)  0.3854
C (7.38, 0.17, 3.94)  -1.8733
C (5.91, 0.44, 4.49)  1.6641
C (5.22, -0.95, 4.72)  -1.0866
C (4.01, -0.65, 5.63)  1.2081
C (4.54, -0.04, 6.89)  -1.8906
C (5.00, 1.38, 6.72)  2.1739
N (6.08, 1.26, 5.79)  -0.0204
O (6.57, 2.54, 5.39)  -0.4781
C (5.57, 1.95, 8.01)  -2.0386
C (3.89, 2.29, 6.40)  -1.8142
C (5.06, 1.19, 3.48)  -1.3473
H (7.92, 1.11, 3.88)  0.4070
H (7.09, -0.20, 2.98)  0.4413
H (7.99, -0.51, 4.49)  0.3849
H (5.93, -1.68, 5.17)  0.3706
H (4.89, -1.27, 3.76)  0.5006
H (3.43, -1.52, 5.93)  -0.7454
H (3.24, 0.00, 5.17)  -0.0968
H (5.33, -0.67, 7.33)  0.2678
H (3.72, 0.06, 7.70)  0.4088
H (5.91, 2.99, 7.76)  0.4024
H (6.47, 1.39, 8.30)  0.4446
H (4.84, 1.88, 8.82)  0.3714
H (3.11, 2.24, 7.16)  0.4016
H (3.48, 2.13, 5.43)  0.4292
H (4.30, 3.38, 6.41)  0.4304
H (4.00, 0.94, 3.69)  0.1573
H (5.36, 0.93, 2.47)  0.4588
H (5.22, 2.26, 3.59)  0.0682
C (3.93, 0.08, -5.31)  -1.8063
C (2.74, -0.52, -4.58)  1.2249
C (3.00, -2.05, -4.36)  -1.0939
O (2.26, -2.57, -3.30)  -0.2061
C (2.68, -3.90, -3.11)  -0.9123
N (2.53, 0.01, -3.29)  -0.5297
H (2.18, 0.99, -3.36)  0.1362
H (1.73, -0.52, -2.85)  0.1297
H (3.63, 2.65, -3.13)  0.2745
H (3.76, 0.99, -5.93)  0.3467
H (4.28, -0.71, -6.01)  0.4272
H (4.71, 0.21, -4.60)  0.4476
H (1.79, -0.36, -5.18)  0.0500
H (4.09, -2.06, -4.11)  0.4309
H (2.82, -2.59, -5.24)  0.5113
H (2.15, -4.26, -2.26)  0.2471
H (3.73, -3.94, -2.92)  0.3680
H (2.38, -4.49, -3.97)  0.3325
C (-1.27, -0.47, -2.34)  -1.5819
C (-1.28, 0.31, -3.69)  1.2018
C (-1.93, -0.28, -4.81)  -1.2134
O (-1.60, 0.58, -5.92)  -0.2736
C (-2.40, 0.43, -7.01)  -0.8516
N (-1.85, 1.71, -3.50)  0.7440
H (-1.62, 2.39, -4.26)  0.2565
H (-2.90, 1.64, -3.51)  0.8120
H (-1.63, 2.09, -2.56)  -0.5276
H (-0.66, 0.15, -1.65)  -0.0170
H (-0.94, -1.51, -2.53)  0.4944
H (-2.27, -0.48, -1.92)  0.5671
H (-0.23, 0.53, -4.05)  -0.2545
H (-2.97, -0.37, -4.73)  0.5944
H (-1.56, -1.28, -4.90)  0.4967
H (-1.72, 0.60, -7.85)  0.2359
H (-3.30, 1.08, -7.01)  0.2341
H (-2.77, -0.58, -7.07)  0.3926
C (-0.72, 6.74, -6.14)  -1.4851
C (0.11, 5.70, -5.35)  0.3990
C (-0.53, 5.47, -3.92)  0.6041
O (-0.65, 6.77, -3.25)  -0.3809
C (-1.96, 7.26, -3.25)  -0.9845
N (0.28, 4.36, -6.00)  -0.5285
H (-0.56, 4.20, -6.58)  0.2175
H (0.98, 4.45, -6.73)  0.2805
H (-0.15, 3.71, -1.46)  -0.0191
H (-0.97, 7.63, -5.57)  0.3403
H (-1.59, 6.38, -6.70)  0.3064
H (-0.06, 7.13, -6.96)  0.4086
H (1.16, 6.02, -5.19)  0.2956
H (0.32, 4.98, -3.33)  -0.9079
H (-1.47, 4.91, -3.75)  0.4091
H (-2.21, 7.31, -2.19)  0.2972
H (-2.76, 6.68, -3.68)  0.3922
H (-1.96, 8.18, -3.75)  0.3589
C (3.67, -4.44, 5.39)  0.3446
O (3.82, -3.87, 6.59)  -0.3433
O (4.49, -5.20, 5.06)  -0.4794
C (2.37, -4.09, 4.53)  1.0307
F (1.20, -3.99, 5.16)  -0.2990
F (2.52, -3.00, 3.88)  -0.2122
F (2.22, -5.14, 3.77)  -0.2792
C (2.76, -3.66, 7.57)  -0.1751
C (2.33, -4.92, 8.24)  -1.3924
H (3.18, -5.40, 8.59)  0.3893
H (1.67, -4.74, 9.13)  0.3917
H (1.76, -5.66, 7.63)  0.2979
H (1.96, -3.02, 7.24)  0.3480
H (3.19, -3.01, 8.30)  0.4258
H (5.76, 3.02, 4.90)  0.3613
C (3.56, 4.42, -2.17)  -0.5028
O (4.82, 5.03, -2.47)  -0.4082
O (3.21, 3.52, -3.18)  -0.4417
C (3.78, 3.48, -0.87)  0.9910
F (2.62, 3.22, -0.22)  -0.3159
F (4.36, 2.29, -1.11)  -0.2823
F (4.61, 4.12, 0.01)  -0.2762
C (5.18, 6.27, -1.71)  -0.3289
C (6.52, 6.06, -0.97)  -1.0443
H (6.95, 7.11, -0.98)  0.3642
H (6.38, 5.64, 0.07)  0.2388
H (7.19, 5.51, -1.58)  0.2803
H (4.37, 6.59, -1.04)  0.2640
H (5.44, 6.96, -2.45)  0.4600
H (2.79, 5.12, -2.00)  0.6578
C (-7.13, -5.65, -1.92)  0.0728
O (-7.36, -4.29, -2.26)  -0.3115
O (-7.74, -6.08, -0.75)  -0.5257
C (-7.48, -6.52, -3.27)  0.8121
F (-6.31, -7.08, -3.59)  -0.2740
F (-8.42, -7.47, -3.02)  -0.2930
F (-7.96, -5.80, -4.31)  -0.2443
C (-8.61, -3.68, -2.06)  -0.2495
C (-8.52, -2.24, -2.59)  -1.1929
H (-8.39, -2.25, -3.67)  0.2961
H (-9.49, -1.81, -2.37)  0.3919
H (-7.66, -1.66, -2.21)  0.2714
H (-8.92, -3.82, -1.01)  0.2919
H (-9.35, -4.24, -2.63)  0.3696
H (-6.04, -5.78, -1.75)  0.2515
C (-0.78, 2.92, 0.13)  -0.2506
O (-0.63, 1.58, 0.61)  -0.1846
O (-0.68, 2.98, -1.25)  -0.3724
C (-2.26, 3.37, 0.48)  0.4662
F (-2.40, 4.72, 0.29)  -0.3120
F (-3.15, 2.68, -0.20)  -0.1401
F (-2.42, 3.18, 1.79)  -0.2598
C (0.34, 1.34, 1.69)  0.1338
C (-0.43, 1.22, 2.96)  -1.1966
H (0.12, 0.73, 3.73)  0.3392
H (-0.80, 2.14, 3.33)  0.3924
H (-1.32, 0.57, 2.70)  0.1754
H (1.05, 2.16, 1.51)  0.1236
H (0.74, 0.31, 1.56)  0.1327
H (-0.10, 3.59, 0.63)  0.7235
B (-5.04, 2.92, -4.40)  0.4658
F (-4.38, 1.88, -3.62)  -0.5825
F (-4.03, 3.72, -4.91)  -0.3438
F (-5.57, 2.16, -5.39)  -0.3640
F (-5.86, 3.63, -3.53)  -0.3578



No. 2
Computed, not measured: 5 unconnected molecules or ions with the total composition C33H73N4O3 at a distorted geometry, with ωB97M-V/def2-TZVPD.

As for the spin multiplicity: 2. The value obtained for the total energy is -47487.1853 eV. The net charge is +2. As for the HOMO energy (spin up / spin down): -0.2020 / -0.4374 Eh. The LUMO energy (spin up / spin down) is -0.139 / -0.141 Eh. As for the expectation value of S²: 0.75. As for the gap between HOMO and LUMO (spin up / spin down): 1.71 / 8.08 eV.

Last column: Löwdin spin population.
Geometry (Å):
O (0.33, 0.60, -1.40)  0.0028
C (0.23, -0.59, -0.76)  0.0049
O (-0.84, -1.10, -0.46)  0.0129
O (1.33, -1.12, -0.60)  0.0023
H (1.18, 0.18, -1.54)  0.0003
C (0.85, -2.74, 4.89)  0.0122
C (0.64, -3.89, 3.85)  0.0072
C (-0.28, -3.25, 2.79)  0.0477
N (-0.61, -4.26, 1.66)  0.0007
C (0.63, -4.56, 0.75)  0.0037
C (-1.66, -3.73, 0.65)  0.0345
C (-2.64, -4.86, 0.37)  0.0281
C (-2.01, -6.15, 1.06)  0.0072
C (-1.32, -5.52, 2.24)  0.0227
H (1.42, -3.14, 5.73)  0.0003
H (-0.11, -2.43, 5.33)  0.0078
H (1.30, -1.88, 4.42)  0.0018
H (0.31, -4.84, 4.28)  0.0020
H (1.67, -4.01, 3.51)  0.0009
H (0.05, -2.41, 2.17)  0.0056
H (-1.26, -3.07, 3.24)  0.0627
H (0.57, -5.18, -0.14)  0.0007
H (1.21, -5.00, 1.56)  0.0001
H (1.01, -3.55, 0.56)  0.0007
H (-1.06, -3.49, -0.23)  0.0014
H (-2.15, -2.84, 1.01)  0.0338
H (-2.75, -5.16, -0.67)  0.0019
H (-3.68, -4.55, 0.47)  0.0172
H (-1.36, -6.60, 0.31)  0.0002
H (-2.82, -6.80, 1.39)  0.0041
H (-0.61, -6.25, 2.64)  0.0011
H (-2.02, -5.14, 2.98)  0.0376
C (-4.82, 1.60, 3.66)  0.0261
C (-4.63, 0.73, 2.43)  0.0573
C (-5.95, 0.51, 1.60)  0.0169
N (-5.61, -0.41, 0.39)  0.0068
C (-5.29, -1.73, 1.04)  0.0856
C (-6.81, -0.56, -0.53)  0.0063
C (-6.33, -1.06, -1.91)  0.0039
C (-4.79, -0.95, -1.80)  0.0055
C (-4.48, -0.06, -0.57)  0.0119
H (-5.59, 1.30, 4.38)  0.0060
H (-5.02, 2.61, 3.29)  0.0026
H (-3.88, 1.69, 4.21)  0.0041
H (-4.29, -0.17, 2.94)  0.0540
H (-3.79, 1.10, 1.84)  0.0118
H (-6.26, 1.49, 1.22)  0.0014
H (-6.71, -0.03, 2.16)  0.0062
H (-6.01, -2.08, 1.78)  0.0385
H (-4.25, -1.79, 1.37)  0.0524
H (-5.42, -2.46, 0.24)  0.0108
H (-7.44, -1.24, 0.03)  0.0038
H (-7.25, 0.43, -0.62)  0.0012
H (-6.76, -2.03, -2.16)  0.0022
H (-6.64, -0.43, -2.74)  0.0003
H (-4.33, -1.91, -1.60)  0.0025
H (-4.35, -0.56, -2.72)  0.0005
H (-3.49, -0.13, -0.11)  0.0083
H (-4.72, 0.96, -0.89)  0.0044
C (2.54, 1.27, -3.77)  0.0010
C (3.80, 1.22, -4.63)  0.0003
C (4.41, 2.62, -4.87)  0.0002
N (5.91, 2.65, -5.19)  0.0000
C (6.77, 2.25, -3.98)  0.0006
C (6.39, 4.03, -5.60)  0.0000
C (5.95, 4.02, -7.12)  0.0000
C (5.79, 2.63, -7.62)  0.0000
C (6.29, 1.80, -6.46)  0.0000
H (1.72, 1.75, -4.30)  0.0001
H (2.78, 1.67, -2.78)  0.0006
H (2.25, 0.25, -3.53)  0.0002
H (3.51, 0.74, -5.57)  0.0000
H (4.56, 0.59, -4.17)  0.0002
H (4.53, 3.25, -3.99)  0.0002
H (3.89, 2.93, -5.78)  0.0000
H (7.76, 2.39, -4.41)  0.0000
H (6.74, 1.18, -3.76)  0.0001
H (6.71, 2.78, -3.03)  0.0004
H (7.43, 4.29, -5.37)  0.0000
H (5.77, 4.74, -5.05)  0.0000
H (6.63, 4.62, -7.73)  0.0000
H (4.98, 4.46, -7.34)  0.0000
H (6.35, 2.47, -8.54)  0.0000
H (4.73, 2.46, -7.83)  0.0000
H (7.38, 1.87, -6.45)  0.0000
H (5.85, 0.84, -6.17)  0.0000
C (-1.40, 0.37, 5.20)  0.0442
C (-0.86, 1.02, 3.86)  0.0250
C (0.31, 2.01, 4.05)  0.0082
N (1.01, 2.23, 2.72)  0.0019
C (1.89, 1.02, 2.40)  0.0065
C (1.99, 3.41, 2.79)  0.0024
C (2.35, 3.69, 1.36)  0.0020
C (1.05, 3.35, 0.57)  0.0034
C (0.15, 2.63, 1.55)  0.0108
H (-0.66, -0.16, 5.80)  0.0011
H (-2.28, -0.17, 4.83)  0.0414
H (-1.69, 1.21, 5.82)  0.0028
H (-1.70, 1.51, 3.36)  0.0070
H (-0.49, 0.25, 3.17)  0.0134
H (0.98, 1.66, 4.84)  0.0015
H (-0.02, 2.99, 4.40)  0.0027
H (1.42, 0.06, 2.62)  0.0032
H (2.75, 1.04, 3.07)  0.0020
H (2.25, 1.04, 1.38)  0.0012
H (2.80, 3.19, 3.49)  0.0007
H (1.46, 4.29, 3.15)  0.0008
H (3.27, 3.25, 0.98)  0.0012
H (2.48, 4.77, 1.29)  0.0003
H (1.25, 2.82, -0.37)  0.0003
H (0.42, 4.20, 0.30)  0.0015
H (-0.38, 1.70, 1.32)  0.0057
H (-0.45, 3.35, 2.10)  0.0056



No. 3
Computed, not measured: a molecular structure, C5H10NOS at a distorted geometry, with ωB97M-V/def2-TZVPD.

As for the spin multiplicity: 2. The value obtained for the total energy is -19715.1943 eV. As for the HOMO energy (spin up / spin down): -0.3564 / -0.3444 Eh. The LUMO energy (spin up / spin down) is 0.025 / -0.086 Eh. As for the expectation value of S²: 0.75. As for the gap between HOMO and LUMO (spin up / spin down): 10.39 / 7.02 eV.

Last column: Löwdin spin population.
Geometry (Å):
O (-2.69, -0.06, 0.06)  -0.0001
C (-1.52, -0.32, 0.19)  0.0001
N (-0.87, -1.55, -0.20)  0.0009
C (0.43, -1.21, -0.79)  0.0027
C (1.67, -1.12, 0.14)  0.0990
S (2.97, -0.05, -0.50)  0.8319
C (-0.75, 0.86, 0.91)  0.0004
C (-0.34, 1.82, -0.28)  0.0111
H (-1.25, -1.36, 0.88)  0.0001
H (0.40, -0.21, -1.22)  0.0011
H (0.53, -1.89, -1.64)  -0.0003
H (2.14, -2.10, 0.24)  0.0265
H (1.44, -0.81, 1.16)  0.0111
H (0.13, 0.51, 1.44)  0.0002
H (-1.60, 1.36, 1.36)  0.0001
H (-0.57, 2.87, -0.07)  0.0004
H (-0.86, 1.48, -1.17)  0.0002
H (0.73, 1.80, -0.51)  0.0145